{
  "formula": "C4H8O2",
  "method": "the ωB97M-V functional and the def2-TZVPD basis",
  "relative_energy_kj_mol": 354.8,
  "orbital_gap_ev": 9.5,
  "total_energy_ev": -8369.605,
  "mol_weight_g_mol": 88.1,
  "total_charge": 0,
  "homo_ev": -8.64,
  "elements": ["O", "O", "C", "C", "C", "C", "H", "H", "H", "H", "H", "H", "H", "H"],
  "positions_angstrom": [[-0.29693, -1.58238, 1.27184], [0.54083, -0.56258, -1.07539], [0.39723, 0.35804, -0.15992], [1.00282, 0.07177, -2.29088], [-1.22514, 0.63740, 1.57373], [-0.02464, -0.20536, 1.14470], [1.66909, -0.62505, -2.79331], [0.84285, 0.07788, 1.77332], [1.51838, 0.99324, -2.00926], [-1.49075, 0.43494, 2.61223], [0.00775, -2.01230, 0.46173], [0.12862, 0.31717, -2.89502], [-0.98784, 1.69802, 1.45122], [-2.08225, 0.39922, 0.93499]]
}

---

{
  "formula": "C15H25ClN2",
  "method": "the ωB97M-V functional and the def2-TZVPD basis",
  "relative_energy_kj_mol": 0.0,
  "orbital_gap_ev": 9.0,
  "total_energy_ev": -31463.214,
  "mol_weight_g_mol": 268.8,
  "total_charge": 0,
  "smiles": "ClC1=CC[C@H]2CN(CCN3CCCCC3)C[C@H]2C1",
  "homo_ev": -8.12,
  "elements": ["Cl", "N", "N", "C", "C", "C", "C", "C", "C", "C", "C", "C", "C", "C", "C", "C", "C", "C", "H", "H", "H", "H", "H", "H", "H", "H", "H", "H", "H", "H", "H", "H", "H", "H", "H", "H", "H", "H", "H", "H", "H", "H", "H"],
  "positions_angstrom": [[-0.05543, 6.51680, -1.12306], [-0.93378, -1.92669, 1.51125], [0.70191, 0.78368, -0.52873], [0.21032, 2.55077, -2.07180], [-0.33635, 1.75550, -0.87684], [2.30452, 3.20030, -0.78887], [-2.44900, -3.82201, 1.41690], [-1.83719, -2.65552, 0.64409], [-0.24233, 4.00653, -2.14653], [0.57987, 4.90435, -1.28293], [1.71805, 4.57223, -0.70023], [-0.56599, -0.61304, 1.03615], [-0.35441, -3.93231, 2.74907], [1.75710, 0.87688, -1.52820], [0.23415, -0.55870, -0.27911], [0.17553, -2.76307, 1.92181], [1.72238, 2.35119, -1.92148], [-1.34518, -4.74473, 1.92219], [2.11719, 2.68888, 0.15960], [-0.16922, 4.36261, -3.17943], [-3.14093, -4.36760, 0.77265], [0.73797, -3.16357, 1.05823], [-1.76969, -5.55179, 2.52222], [2.24967, 2.54982, -2.85613], [0.03308, -0.13029, 1.81287], [-0.51090, 2.41329, -0.01911], [3.38755, 3.27914, -0.90717], [-2.62518, -1.97349, 0.31462], [1.56230, 0.23831, -2.40706], [-0.82729, -5.19407, 1.07079], [2.25569, 5.28756, -0.09576], [-3.00614, -3.42499, 2.26654], [2.70937, 0.57328, -1.08654], [-1.32428, -3.04964, -0.25248], [-0.85817, -3.53677, 3.63203], [0.85881, -2.15881, 2.52326], [-0.10824, 2.04891, -2.99212], [-1.28330, 1.26429, -1.13140], [-1.29380, 4.08084, -1.85762], [0.47770, -4.55862, 3.07568], [1.11543, -1.19863, -0.18539], [-0.38320, -0.94353, -1.11233], [-1.48859, -0.03729, 0.92038]]
}

---

{
  "formula": "C4H11ClIPdV",
  "method": "the ωB97M-V functional and the def2-TZVPD basis",
  "relative_energy_kj_mol": 80.3,
  "orbital_gap_ev": [3.4, 3.4],
  "total_energy_ev": -54113.694,
  "mol_weight_g_mol": 378.9,
  "total_charge": -2,
  "s2": 6.027,
  "homo_ev": [1.63, 1.50],
  "spin_multiplicity": 5,
  "elements": ["I", "Pd", "V", "Cl", "C", "C", "C", "C", "H", "H", "H", "H", "H", "H", "H", "H", "H", "H", "H"],
  "positions_angstrom": [[2.22394, 0.10916, 3.08454], [0.27416, -0.53586, -1.07268], [0.73667, 1.14452, 1.41662], [0.07297, 3.09612, 2.36291], [-0.25620, -1.49219, 0.64737], [1.64108, 0.97175, -0.55925], [-1.26049, -0.61327, 1.40305], [-0.96928, -0.25532, -2.65950], [-1.66137, 0.57811, -2.43778], [1.42565, 2.05258, -0.43019], [-0.33959, -0.04549, -3.53640], [-0.67392, -2.45308, 0.35324], [-1.50908, -1.21547, -2.75939], [-1.49166, -1.05376, 2.38000], [-1.07693, 0.47839, 1.54588], [1.76332, 0.84170, -1.65349], [-2.19561, -0.68791, 0.83414], [2.58395, 0.67895, -0.08285], [0.71238, -1.59893, 1.16376]]
}

---

{
  "formula": "C20H30CaN2O21",
  "method": "the ωB97M-V functional and the def2-TZVPD basis",
  "relative_energy_kj_mol": 258.1,
  "orbital_gap_ev": 8.2,
  "total_energy_ev": -85639.979,
  "mol_weight_g_mol": 674.5,
  "total_charge": 0,
  "homo_ev": -10.91,
  "elements": ["Ca", "O", "O", "O", "O", "O", "O", "O", "O", "O", "O", "O", "O", "O", "O", "O", "O", "O", "O", "O", "O", "O", "N", "N", "C", "C", "C", "C", "C", "C", "C", "C", "C", "C", "C", "C", "C", "C", "C", "C", "C", "C", "C", "C", "H", "H", "H", "H", "H", "H", "H", "H", "H", "H", "H", "H", "H", "H", "H", "H", "H", "H", "H", "H", "H", "H", "H", "H", "H", "H", "H", "H", "H", "H"],
  "positions_angstrom": [[-3.29484, 2.28813, -1.82936], [-1.73751, 3.87111, 3.39666], [4.57235, 1.39281, -3.49167], [-0.76624, -0.06564, 0.34196], [2.92479, -3.33723, -4.25548], [-4.28460, -4.10329, 2.11920], [-3.18439, 2.90531, -4.13390], [3.14096, 3.08375, -3.87549], [-1.71997, 2.10619, -5.51317], [-5.38257, -3.40218, 0.30926], [4.17961, -1.87638, 1.61292], [1.10078, -2.16923, -3.65463], [2.77732, 1.70536, -2.16454], [4.35981, -4.11354, 1.85214], [2.42133, -3.16824, 1.20079], [-1.48619, 1.83383, -3.38012], [-0.05247, 3.63108, 4.81996], [-1.77169, 4.99598, 5.34736], [1.87431, -3.76579, -2.30276], [-2.68594, 0.30438, -0.60966], [-5.48691, -5.56837, 0.91119], [-1.25881, 1.88046, -0.46414], [-1.52836, 0.67133, -0.21606], [-2.11006, 2.26969, -4.39983], [3.59466, 1.99706, -3.20618], [-1.19092, -2.00517, -2.88494], [0.59632, -3.44437, -1.80960], [0.37212, 2.94455, 3.63196], [1.95738, -1.84577, 0.99861], [-5.10011, -4.46409, 1.09588], [2.05893, -3.10570, -3.48230], [0.25749, -2.11015, -2.49752], [-4.66326, -2.24819, 0.75681], [-2.50834, -2.43546, 2.13963], [-3.99177, -2.70532, 2.05745], [-1.24205, 4.24050, 4.60615], [-0.92468, 2.85135, 2.82639], [1.84892, 3.45469, -3.39222], [3.73072, -3.14867, 1.58283], [3.05576, -0.96912, 1.62667], [3.42810, 0.28969, 0.87980], [1.78232, 3.50509, -0.81011], [0.98037, 1.62008, 4.03438], [1.73222, 2.67930, -2.06786], [-1.40620, 1.87177, 2.90641], [1.10036, 3.57014, 3.11032], [1.09555, 3.16853, -4.12237], [-2.00786, -2.51468, 1.17005], [-2.29588, -1.42946, 2.50413], [-1.51350, -2.83502, -3.51491], [1.88560, 1.75352, 4.61973], [1.89949, -1.61378, -0.06595], [4.42219, 0.63138, 1.14794], [3.35795, 0.14345, -0.20114], [-0.14133, -4.20723, -2.07297], [-1.45577, -1.08836, -3.41000], [0.92579, 4.18046, -0.79335], [-2.00035, -3.14599, 2.79278], [-3.99164, -1.93138, -0.03597], [2.67209, 1.05381, 1.08789], [-5.38719, -1.46775, 0.99114], [0.54563, -1.27719, -1.85062], [0.58506, -3.32754, -0.72684], [0.25650, 1.05293, 4.62110], [-4.48708, -2.24000, 2.91283], [1.71336, 2.86502, 0.07037], [1.01683, -1.70053, 1.52462], [1.18941, 1.04591, 3.12804], [-1.75595, -2.05900, -1.94750], [0.80398, 2.10465, -2.07495], [2.85358, -0.73693, 2.67645], [1.82229, 4.52454, -3.18917], [-0.78120, 3.05162, 1.76595], [2.70338, 4.08730, -0.73045]]
}

---

{
  "formula": "C21H35BN2O3S2",
  "method": "the ωB97M-V functional and the def2-TZVPD basis",
  "orbital_gap_ev": 8.0,
  "total_energy_ev": -53816.514,
  "mol_weight_g_mol": 438.5,
  "total_charge": 0,
  "homo_ev": -8.43,
  "elements": ["S", "S", "O", "O", "O", "N", "N", "C", "C", "C", "C", "C", "C", "C", "C", "C", "C", "C", "C", "C", "C", "C", "C", "C", "C", "C", "C", "C", "B", "H", "H", "H", "H", "H", "H", "H", "H", "H", "H", "H", "H", "H", "H", "H", "H", "H", "H", "H", "H", "H", "H", "H", "H", "H", "H", "H", "H", "H", "H", "H", "H", "H", "H", "H"],
  "positions_angstrom": [[-0.37050, -5.35493, -5.50100], [4.80446, -1.61811, -5.74753], [5.50389, -3.81526, -8.69488], [5.29197, -4.88923, -6.61196], [-3.64866, 4.57162, 8.41399], [0.84469, -4.88344, -6.40801], [-0.08436, -4.48966, -4.16210], [2.77463, -2.21556, -3.92744], [1.02059, -3.78707, -4.41382], [0.98676, -2.65335, -2.16957], [-2.56888, 1.49157, 2.83058], [-2.01585, 1.60360, 1.39201], [-1.15332, 0.18214, -0.56627], [2.73395, -3.32513, -6.14354], [-1.95339, 2.49188, 3.83116], [0.03084, -1.41929, -2.20436], [-1.20366, 0.38457, 0.95776], [0.17393, -0.48525, -0.99769], [-2.06549, 3.79558, 6.70663], [-3.27551, 3.45465, 5.81794], [1.62972, -2.86494, -3.50621], [3.31350, -2.45456, -5.24869], [-2.94133, 3.56940, 4.33140], [3.23858, -3.57758, -7.53086], [-3.56468, 3.68737, 9.51816], [3.45441, -1.24418, -3.00080], [1.56311, -4.00339, -5.70144], [-2.40888, 4.81705, 7.78115], [4.73057, -4.11566, -7.59508], [0.84678, 0.33014, -1.24320], [3.12909, -2.67283, -8.12669], [0.39235, -3.52287, -1.91622], [-0.17794, 0.53092, 1.29188], [-1.30885, 4.24362, 6.06350], [-2.58859, 3.20938, 9.58535], [-1.25557, 1.15738, -1.03891], [-2.48683, 4.54943, 4.19052], [-3.68476, 2.47538, 6.05415], [4.33347, -0.66695, -6.56924], [-3.64203, 1.65875, 2.80244], [-3.73252, 4.24466, 10.43914], [4.93950, -3.43302, -9.37146], [-4.31916, 2.91340, 9.41870], [6.16391, -4.55207, -6.38700], [-4.05948, 4.17858, 6.02856], [1.73319, -2.47904, -1.40491], [2.59169, -4.32894, -7.98571], [-2.42598, 0.48396, 3.21174], [-2.48270, 5.79223, 7.30211], [0.25257, -0.84708, -3.10265], [-1.61437, 2.89889, 7.12903], [-1.54822, 1.95863, 4.68643], [4.10579, -1.77093, -2.30416], [-2.83595, 1.80523, 0.70692], [-1.35514, 2.46605, 1.36289], [-1.58102, -0.52567, 1.41688], [2.73430, -0.67309, -2.43118], [-0.99510, -1.75684, -2.31378], [-1.99245, -0.42371, -0.89696], [-1.12684, 3.01736, 3.36074], [-1.61898, 4.90217, 8.52999], [4.08064, -0.54928, -3.54436], [0.54184, -1.03324, -0.13361], [-3.85374, 3.56656, 3.73953]]
}

---

{
  "formula": "C4H12",
  "method": "the ωB97M-V functional and the def2-TZVPD basis",
  "relative_energy_kj_mol": 22.1,
  "orbital_gap_ev": 12.8,
  "total_energy_ev": -4342.299,
  "mol_weight_g_mol": 60.1,
  "total_charge": 0,
  "smiles": "CC.CC",
  "homo_ev": -11.71,
  "elements": ["C", "C", "C", "C", "H", "H", "H", "H", "H", "H", "H", "H", "H", "H", "H", "H"],
  "positions_angstrom": [[4.12161, 1.04781, 2.94304], [1.41780, -3.96537, 3.31975], [3.17143, -0.03265, 2.32661], [0.71141, -3.14167, 2.24750], [1.65368, -5.00190, 3.02552], [3.70337, -0.98004, 2.13663], [0.51077, -2.15484, 2.69752], [4.98078, 1.16597, 2.26151], [0.73404, -3.99216, 4.18484], [2.30226, -0.24071, 2.97305], [3.71271, 2.04672, 3.17013], [4.47756, 0.59156, 3.88205], [2.80712, 0.36531, 1.36457], [-0.22770, -3.53049, 1.81914], [1.44365, -3.01437, 1.43251], [2.35216, -3.46507, 3.62519]]
}

---

{
  "formula": "C14H37BNO6PTa",
  "method": "the ωB97M-V functional and the def2-TZVPD basis",
  "relative_energy_kj_mol": 0.0,
  "orbital_gap_ev": 7.2,
  "total_energy_ev": -40408.440,
  "mol_weight_g_mol": 538.2,
  "total_charge": -1,
  "homo_ev": -4.57,
  "elements": ["Ta", "P", "O", "O", "O", "O", "O", "O", "N", "C", "C", "C", "C", "C", "C", "C", "C", "C", "C", "C", "C", "C", "C", "B", "H", "H", "H", "H", "H", "H", "H", "H", "H", "H", "H", "H", "H", "H", "H", "H", "H", "H", "H", "H", "H", "H", "H", "H", "H", "H", "H", "H", "H", "H", "H", "H", "H", "H", "H", "H", "H"],
  "positions_angstrom": [[1.70051, -0.14940, -0.44681], [3.85203, 0.54061, -1.86934], [3.52899, 0.65376, -3.47549], [4.41252, -0.49989, 1.06786], [-4.82571, 1.40271, 2.74647], [-0.13205, -0.93294, 2.19451], [-0.79662, -2.30467, 0.38665], [4.93488, -0.70628, -1.96135], [4.51762, 1.85038, -1.33839], [-4.24103, 0.23943, -0.10660], [1.15908, -1.69470, -1.99846], [-2.34291, 0.78707, -1.84234], [-1.66683, 0.25021, -3.10622], [-1.15751, -1.20157, -2.97394], [5.21642, 1.52570, 2.04261], [4.32503, 0.30869, 2.22296], [-3.68041, 0.09887, -1.54657], [-3.25650, 0.73711, 0.95885], [0.34121, -1.41708, -3.27171], [3.22100, -1.29294, 0.82986], [-4.44050, 2.73936, 2.96591], [-0.46757, -1.86445, 3.20222], [-3.75781, 0.53805, 2.38048], [0.03603, -1.28480, 0.86264], [-5.10857, 0.90897, -0.12000], [-1.68735, -2.27371, 0.76248], [0.67792, -2.54257, -1.49386], [-4.16346, -0.47084, 2.51540], [-1.55532, -1.99765, 3.30270], [6.18716, 1.21290, 1.64552], [4.62247, 2.60173, -2.00915], [-3.59908, -0.96492, -1.79949], [0.74586, -0.54955, -3.80969], [-2.28928, 0.23015, 0.87740], [4.61990, -0.28233, 3.10872], [-4.94378, 3.09389, 3.87257], [3.27763, 0.61193, 2.36866], [-2.92148, 0.66220, 3.08645], [5.59344, -0.55481, -1.26823], [0.43620, -2.26807, -3.96564], [2.17818, -2.03294, -2.27659], [-0.01515, -2.84219, 3.00864], [-1.64347, 0.66429, -1.01112], [-4.42157, 0.50862, -2.24594], [-3.35625, 2.83608, 3.10816], [-2.36871, 0.32375, -3.94977], [3.57849, -2.19012, 0.29948], [-3.03121, 1.79929, 0.79816], [-1.36655, -1.57819, -1.96597], [3.49228, -0.21723, -3.89200], [-2.49379, 1.86986, -1.94964], [-4.62725, -0.73294, 0.22929], [-4.73529, 3.39669, 2.13712], [0.58013, 1.02142, -1.35035], [-1.74014, -1.83896, -3.65173], [-0.82586, 0.90990, -3.34242], [-0.08448, -1.46502, 4.14499], [1.54197, 1.22715, 0.77898], [4.76929, 2.21634, 1.32576], [5.37091, 2.02378, 3.00620], [2.82635, -1.64010, 1.80114]]
}